# C6H12O2

A 3-piece molecular cluster, C6H12O2 overall at a distorted geometry (ωB97M-V with the def2-TZVPD basis set, the Open Molecules 2025 dataset).

The value obtained for the energy relative to the best compared isomer or geometry (same formula, charge and spin) is 39.58 kcal/mol. Its spin multiplicity is 2. Its highest occupied orbital energy (alpha / beta) is 0.12 / -3.00 eV. As for the charge: -1.

Geometry (Å):
C1 0.2466 -0.4592 2.1590
C2 1.1032 -0.6008 3.2323
C3 -0.1221 0.3812 -0.1437
C4 0.6630 0.3402 1.0161
C5 0.9157 0.2940 -2.3282
C6 0.2767 1.0252 -1.4084
H1 -0.6405 -1.0880 2.0544
H2 0.7074 -1.2910 3.9452
H3 2.1604 -0.3667 3.2508
H4 -1.0302 -0.2240 -0.2202
H5 1.5594 0.9247 1.0414
H6 1.1385 -0.7420 -2.1338
H7 1.1671 0.7381 -3.3062
H8 0.0957 2.1002 -1.5470
H9 -2.0071 2.1725 -1.0850
H10 -3.5224 2.2602 -0.6136
O1 -2.6896 2.7394 -0.7184
H11 -0.3033 -2.0093 -1.3467
H12 0.5107 -3.3852 -1.0313
O2 -0.2294 -2.8093 -0.8167

Forces on the atoms, in the same order (eV/Å):
2.56 1.57 -1.58
-1.16 -0.87 0.08
-0.18 0.16 -0.29
-2.69 -1.17 0.28
-0.37 1.03 -1.12
0.27 -0.48 0.92
0.03 0.44 0.20
0.37 -0.42 0.93
-0.18 0.34 -0.06
0.24 -0.12 0.19
0.53 0.15 0.23
0.22 -0.11 -0.05
0.01 -0.37 0.28
0.39 -0.01 -0.24
-0.05 -0.62 0.21
0.68 -0.22 -0.17
-0.62 0.83 0.06
0.69 0.03 -0.07
0.01 0.69 -0.41
-0.73 -0.87 0.60